ORCA calculation (the ωB97M-V functional and the def2-TZVPD basis) on a 2-piece molecular cluster, C7H12 overall.

Summary:
DFT total energy	-273.78828	Eh
max |F|	1.0	eV/Å
charge	0
molecular weight	96.17	g/mol
SMILES	C=CCC1C=C1.C
HOMO level	-9.5	eV
frontier orbital gap	10.6	eV
energy relative to the best compared isomer or geometry (same formula, charge and spin)	75.5	kcal per mole

Geometry (Å):
C 1.605 -1.281 0.543
C 0.519 -0.940 1.232
C -0.081 0.429 1.388
C -1.498 0.487 0.797
C -1.924 -0.300 -0.422
C -2.369 -0.739 0.718
H 1.850 -2.328 0.380
H 2.284 -0.552 0.103
H -0.062 -1.742 1.689
H 0.554 1.195 0.921
H -0.158 0.693 2.454
H -1.992 1.444 0.989
H -1.905 -0.430 -1.490
H -2.934 -1.471 1.262
C 1.177 1.105 -2.103
H 2.243 1.243 -1.902
H 0.607 1.796 -1.477
H 0.985 1.318 -3.157
H 0.870 0.082 -1.872

ORCA calculation (the ωB97M-V functional and the def2-TZVPD basis) on a 2-piece molecular cluster, C7H12 overall.

Summary:
DFT total energy	-273.85721	Eh
max |F|	0.2	eV/Å
charge	0
molecular weight	96.17	g/mol
SMILES	CC1=C[C@@H](C)C=C1.[H][H]
HOMO level	-8.4	eV
frontier orbital gap	9.5	eV
energy relative to the best compared isomer or geometry (same formula, charge and spin)	32.2	kcal per mole

Geometry (Å):
C 0.539 1.777 1.736
C 0.220 0.528 0.973
C -0.971 0.110 0.515
C -0.829 -1.220 -0.179
C -1.302 -1.212 -1.638
C 0.646 -1.497 -0.035
C 1.234 -0.491 0.626
H -0.324 2.448 1.793
H 1.364 2.325 1.263
H 0.852 1.533 2.755
H -1.914 0.641 0.608
H -1.399 -1.986 0.370
H -0.749 -0.465 -2.219
H -2.369 -0.975 -1.705
H -1.145 -2.191 -2.103
H 1.130 -2.379 -0.443
H 2.291 -0.403 0.866
H 1.549 2.022 -1.724
H 1.176 1.435 -1.458

ORCA calculation (the ωB97M-V functional and the def2-TZVPD basis) on C7H12AuNO8S as an isolated structure at a distorted geometry.

Summary:
DFT total energy	-1464.33581	Eh
max |F|	2.4	eV/Å
charge	0
molecular weight	467.21	g/mol
spin multiplicity	3
HOMO level (alpha / beta)	-10.0 / -9.8	eV
frontier orbital gap (alpha / beta)	10.0 / 5.4	eV
expectation value of S²	2.02
energy relative to the best compared isomer or geometry (same formula, charge and spin)	0.0	kcal per mole

Geometry (Å):
Au -0.872 0.479 0.621
O -0.793 2.209 -1.157
C 0.514 2.040 -1.733
C 1.515 1.724 -0.652
N 1.178 0.468 0.086
C 1.607 -0.727 -0.728
C 0.598 -1.328 -1.680
O 0.947 -2.137 -2.544
O -0.650 -0.900 -1.414
C 2.010 0.340 1.333
C 1.596 1.281 2.412
O 2.277 1.594 3.379
O 0.360 1.750 2.132
H -1.405 1.599 -1.622
H 0.821 3.022 -2.140
H 0.509 1.303 -2.558
H 1.537 2.530 0.107
H 2.512 1.651 -1.114
H 1.903 -1.525 -0.021
H 2.558 -0.449 -1.206
H 3.069 0.381 1.032
H 1.898 -0.694 1.698
C -3.065 -2.433 0.028
S -2.913 -1.274 1.404
O -3.909 -1.587 2.396
O -3.050 0.098 0.757
O -1.509 -1.413 1.871
H -4.081 -2.385 -0.379
H -2.874 -3.454 0.408
H -2.289 -2.164 -0.716

ORCA calculation (the ωB97M-V functional and the def2-TZVPD basis) on C7H12Br3Cl2N4O2S as an isolated structure at a distorted geometry.

Summary:
DFT total energy	-9683.74852	Eh
max |F|	3.4	eV/Å
charge	+1
molecular weight	526.88	g/mol
HOMO level	-12.9	eV
frontier orbital gap	9.4	eV
energy relative to the best compared isomer or geometry (same formula, charge and spin)	8.1	kcal per mole

Geometry (Å):
C 2.960 1.153 3.644
C 2.644 0.850 2.170
Cl 3.997 1.418 1.130
C 2.498 -0.648 1.875
Cl 1.465 -1.484 3.087
N 2.049 -0.937 0.532
C 0.868 -0.589 0.043
N 0.389 -0.824 -1.193
C -0.804 -0.298 -1.261
N -1.121 0.267 -0.082
S -2.506 1.080 0.554
C -3.526 1.657 -0.781
O -1.982 2.216 1.245
O -3.166 0.185 1.438
N -0.070 0.077 0.742
H 3.128 0.262 4.242
H 3.839 1.784 3.735
H 2.136 1.725 4.064
H 1.774 1.436 1.889
H 3.492 -1.071 1.968
H 2.673 -1.474 -0.048
H -1.471 -0.314 -2.137
H -4.290 0.909 -0.979
H -4.021 2.532 -0.363
H -2.944 1.936 -1.656
H -0.117 0.411 1.697
C -1.461 -2.488 -5.075
Br -1.160 -1.410 -6.633
Br -2.405 -1.490 -3.699
Br -2.371 -4.124 -5.485
H -0.494 -2.745 -4.665

ORCA calculation (the ωB97M-V functional and the def2-TZVPD basis) on one molecule with the formula C7H12BrClO4 at a distorted geometry.

Summary:
DFT total energy	-3608.90985	Eh
max |F|	4.9	eV/Å
charge	0
molecular weight	275.53	g/mol
HOMO level	-8.8	eV
frontier orbital gap	9.5	eV
energy relative to the best compared isomer or geometry (same formula, charge and spin)	15.9	kcal per mole

Geometry (Å):
C 1.886 -0.192 -1.537
C 2.250 0.022 -0.074
C -0.482 0.115 -2.310
C 0.211 0.208 1.188
C -1.145 -0.472 0.581
C -2.696 0.788 -2.509
C 0.681 -0.482 3.418
O 0.714 0.578 -1.957
O 1.315 -0.635 0.764
O -1.382 1.100 -2.405
O 0.058 0.343 2.510
Cl -1.191 -2.174 0.890
Br -2.678 0.515 1.354
H 2.675 0.111 -2.267
H 1.612 -1.273 -1.496
H 3.280 -0.399 0.258
H 2.258 1.121 0.294
H -0.995 -0.415 -0.589
H 0.347 1.101 0.667
H -3.164 0.562 -1.475
H -2.908 -0.017 -3.192
H -3.137 1.598 -2.937
H 1.754 -0.209 3.745
H 0.789 -1.447 2.905
H -0.051 -0.446 4.176

ORCA calculation (the ωB97M-V functional and the def2-TZVPD basis) on a 2-piece molecular cluster, C7H12BrF overall at a distorted geometry.

Summary:
DFT total energy	-2947.61973	Eh
max |F|	5.6	eV/Å
charge	0
molecular weight	195.08	g/mol
SMILES	C=C(C)Br.CC/C=C\F
HOMO level	-9.2	eV
frontier orbital gap	9.9	eV
energy relative to the best compared isomer or geometry (same formula, charge and spin)	82.4	kcal per mole

Geometry (Å):
C 0.200 2.827 0.683
C 0.694 2.879 -0.561
C 2.032 2.165 -0.732
Br 0.322 4.220 -1.771
H 0.457 2.113 1.500
H -0.808 3.183 0.639
H 2.791 2.883 -0.830
H 2.102 1.623 -1.638
H 2.158 1.541 0.227
C -1.461 -3.569 0.756
C -1.401 -2.108 0.139
C -0.090 -1.440 0.103
C 0.305 -0.376 -0.605
F -0.789 0.575 -0.879
H -0.491 -3.874 1.261
H -2.278 -3.770 1.409
H -1.545 -4.391 -0.146
H -2.012 -1.518 0.867
H -2.035 -1.878 -0.690
H 0.762 -1.591 0.665
H 1.090 0.505 -0.397

ORCA calculation (the ωB97M-V functional and the def2-TZVPD basis) on a 5-piece molecular cluster, C7H12Cl12NO2S overall at a distorted geometry.

Summary:
DFT total energy	-6399.20244	Eh
max |F|	2.0	eV/Å
charge	+1
molecular weight	599.68	g/mol
HOMO level	-12.6	eV
frontier orbital gap	8.0	eV

Geometry (Å):
C 4.371 1.517 -0.054
C 3.447 0.298 -0.348
S 1.961 0.225 0.763
C 0.461 0.768 -0.175
O 0.445 2.131 -0.613
N 1.451 2.908 -0.048
O 1.021 3.655 0.734
H 3.951 2.449 -0.455
H 5.302 1.338 -0.606
H 4.537 1.660 1.023
H 3.138 0.268 -1.402
H 4.043 -0.600 -0.133
H 2.173 1.112 1.796
H -0.440 0.583 0.428
H 0.446 0.138 -1.078
C -2.630 3.518 -0.474
Cl -3.556 4.958 -0.049
Cl -3.460 2.052 0.062
Cl -2.324 3.460 -2.214
H -1.675 3.567 0.035
C 6.242 -2.698 -2.171
Cl 7.058 -1.197 -1.719
Cl 6.706 -4.011 -1.090
Cl 4.485 -2.474 -2.158
H 6.542 -2.961 -3.178
C -6.120 -0.010 2.722
Cl -6.591 -1.509 3.533
Cl -5.144 0.998 3.795
Cl -5.242 -0.358 1.227
H -7.020 0.536 2.467
C -4.830 -4.488 -0.170
Cl -4.135 -6.090 0.093
Cl -5.089 -3.656 1.366
Cl -3.791 -3.524 -1.230
H -5.790 -4.610 -0.656

ORCA calculation (the ωB97M-V functional and the def2-TZVPD basis) on a 2-piece molecular cluster, C7H12ClN2O2S overall at a distorted geometry.

Summary:
DFT total energy	-1391.93100	Eh
max |F|	4.5	eV/Å
charge	+1
molecular weight	223.71	g/mol
HOMO level (alpha / beta)	-13.0 / -12.7	eV
frontier orbital gap (alpha / beta)	7.1 / 6.6	eV
energy relative to the best compared isomer or geometry (same formula, charge and spin)	78.6	kcal per mole

Geometry (Å):
C 1.087 -0.227 -1.674
C 0.125 0.692 -1.820
C 0.640 0.586 0.342
C 1.506 -2.479 0.464
C -1.259 2.494 1.178
C 2.353 -1.186 0.112
C -1.153 1.980 -0.172
N 1.407 -0.261 -0.361
N -0.136 1.172 -0.555
O -1.908 -1.032 -1.088
O -1.786 -0.723 1.292
S -2.378 -0.305 0.071
Cl -4.536 -0.406 0.164
H 1.301 -1.159 -2.261
H -0.436 1.049 -2.652
H 0.739 0.624 1.376
H 2.117 -3.331 0.033
H 0.508 -2.482 -0.035
H 1.313 -2.621 1.595
H -1.363 1.561 1.912
H -2.100 3.291 1.378
H -0.309 2.945 1.429
H 3.039 -1.531 -0.787
H 2.969 -1.000 1.051
H -1.741 2.350 -0.990